No. 1
CH8BN3 in the gas phase, computed with wB97M-V/def2-TZVPD.

The geometry in XYZ format:
```
13
CH8BN3 | the OMol25 dataset | wB97M-V/def2-TZVPD
C 1.621 0.068 0.933
N 0.770 0.480 -0.159
B -0.560 0.158 -0.431
N -1.460 -0.978 0.702
N -1.288 0.626 -1.521
H 1.197 -0.811 1.415
H 2.619 -0.184 0.567
H 1.714 0.855 1.690
H 1.204 1.181 -0.740
H -1.873 -1.672 0.093
H -0.759 -1.454 1.264
H -2.262 0.427 -1.644
H -0.924 1.303 -2.170
```

Calculated values
LUMO (eV): 0.60
Structure (SMILES): CNB(N)N
Relative energy (zero: lowest compared OMol25 entry of this formula, charge and spin) (kJ/mol): 48.51
Largest force on an atom (eV Å⁻¹): 4.8
Multiplicity: 1

Löwdin population analysis, charges in e, atoms 1 to 6: -0.110, 0.014, -0.523, 0.023, 0.161, 0.064



No. 2
2 unconnected molecules or ions with the total composition C4H9NO4P, computed with wB97M-V/def2-TZVPD.

The geometry in XYZ format:
```
19
C4H9NO4P | the OMol25 dataset | wB97M-V/def2-TZVPD
C 0.570 -0.588 0.155
C -0.302 -2.167 2.871
C -0.296 3.209 -2.033
C 1.144 -0.757 1.396
N 1.058 -1.969 2.173
O -0.191 -1.663 -0.263
O 0.179 1.222 -4.119
O 0.594 0.482 -0.504
O -1.942 1.043 -2.765
P -0.589 1.599 -2.942
H -1.079 -2.227 2.018
H -0.321 -3.167 3.289
H -0.299 -1.446 3.716
H 0.474 3.860 -2.583
H -1.198 3.830 -1.830
H -0.093 2.835 -1.042
H 1.696 0.017 1.853
H -0.722 -1.252 -0.975
H 1.318 -2.862 1.585
```

Calculated values
LUMO (eV): 3.13
Net charge: -1
Relative energy (zero: lowest compared OMol25 entry of this formula, charge and spin) (kJ/mol): 283.73
Largest force on an atom (eV Å⁻¹): 2.9
Multiplicity: 1

Löwdin population analysis, charges in e, atoms 1 to 6: -0.638, -0.153, -0.168, -0.207, -0.182, 0.003



No. 3
A molecular structure, C22H26BrGeN2OReTe, computed with wB97M-V/def2-TZVPD.

The geometry in XYZ format:
```
55
C22H26BrGeN2OReTe | the OMol25 dataset | wB97M-V/def2-TZVPD
Re -0.051 0.193 0.020
Br -1.811 -4.189 -5.838
C -1.416 -2.843 -4.580
C -1.215 -1.514 -5.026
C -0.930 -0.519 -4.140
C -0.811 -0.781 -2.751
O -0.496 0.203 -1.970
C -1.037 -2.117 -2.302
C -1.061 -2.497 -0.949
N -0.868 -1.718 0.100
C -1.105 -2.209 1.419
C -1.762 -3.367 1.738
C -1.911 -3.764 3.086
C -1.407 -3.003 4.098
C -0.748 -1.787 3.799
C -0.182 -0.954 4.791
C 0.452 0.193 4.417
C 0.491 0.543 3.057
N -0.044 -0.193 2.101
C -0.629 -1.385 2.460
C -1.332 -3.136 -3.261
H -1.287 -1.292 -6.083
H -0.766 0.497 -4.474
H -1.288 -3.544 -0.768
H -2.186 -3.998 0.971
H -2.429 -4.688 3.303
H -1.506 -3.311 5.131
H -0.250 -1.244 5.833
H 0.917 0.845 5.144
H 0.972 1.453 2.732
H -1.499 -4.150 -2.916
C 2.737 3.592 -0.419
Ge 2.767 1.782 -1.164
C 1.958 1.773 -2.930
C 4.584 1.098 -1.218
C 1.752 0.670 0.113
H 2.802 4.331 -1.219
H 3.580 3.742 0.257
H 1.819 3.786 0.140
H 2.513 2.448 -3.585
H 0.919 2.096 -2.892
H 1.990 0.769 -3.354
H 5.205 1.713 -1.871
H 4.594 0.074 -1.596
H 5.023 1.105 -0.220
H 2.355 0.239 0.924
C -0.885 3.405 2.080
Te -0.947 2.744 0.064
C -2.991 2.160 0.124
H -1.333 2.645 2.715
H -1.434 4.341 2.162
H 0.155 3.572 2.353
H -3.609 3.050 0.212
H -3.137 1.505 0.980
H -3.221 1.637 -0.802
```

Calculated values
LUMO (spin up / spin down) (eV): -3.83 / -3.77
Net charge: +1
Relative energy (zero: lowest compared OMol25 entry of this formula, charge and spin) (kJ/mol): 0.00
Largest force on an atom (eV Å⁻¹): 0.8
Multiplicity: 2
⟨S²⟩: 0.765

Löwdin population analysis, charges in e, atoms 1 to 6: 1.061, 0.776, -0.694, -0.083, 0.007, -0.321



No. 4
A molecular structure, C8H12Cl2N2O3PrSTm, computed with wB97M-V/def2-TZVPD.

The geometry in XYZ format:
```
30
C8H12Cl2N2O3PrSTm | the OMol25 dataset | wB97M-V/def2-TZVPD
Tm -0.696 3.314 -3.712
Pr -1.773 0.024 -0.075
Cl 0.884 4.854 -2.748
Cl -2.486 1.679 -2.253
C -2.016 -1.677 -1.770
C -2.233 4.922 -3.359
C -2.235 3.554 -5.481
O -2.059 -2.386 -2.688
O -3.146 5.640 -3.283
O -3.054 3.701 -6.286
C -0.456 -2.790 1.044
C 1.051 -2.694 1.068
N 1.631 -1.429 0.435
C 0.884 -0.291 0.378
S 0.654 0.561 -1.085
N 0.254 0.131 1.557
C 0.842 -0.271 2.913
C 2.339 -0.166 2.947
H -0.938 -2.057 1.725
H -0.719 -3.789 1.424
H -0.861 -2.715 0.018
H 1.453 -2.793 2.080
H 1.493 -3.512 0.487
H 2.072 -1.655 -0.462
H 0.137 1.158 1.501
H 0.349 0.412 3.608
H 0.449 -1.270 3.094
H 2.671 0.874 2.892
H 2.704 -0.588 3.890
H 2.806 -0.740 2.141
```

Calculated values
LUMO (spin up / spin down) (eV): -15.73 / -14.88
Net charge: +4
Relative energy (zero: lowest compared OMol25 entry of this formula, charge and spin) (kJ/mol): 0.00
Largest force on an atom (eV Å⁻¹): 8.7
Multiplicity: 5
⟨S²⟩: 6.006

Löwdin population analysis, charges in e, atoms 1 to 6: 1.042, 1.087, 0.079, 0.086, -0.042, -0.115



No. 5
CH5N5 in the gas phase, computed with wB97M-V/def2-TZVPD.

The geometry in XYZ format:
```
11
CH5N5 | the OMol25 dataset | wB97M-V/def2-TZVPD
C 1.708 -0.602 -0.422
N -0.478 0.180 -0.935
N -1.916 0.734 0.755
N 0.647 -0.504 -1.172
N -0.772 0.296 0.459
N 0.140 0.017 1.243
H 2.063 -0.058 0.460
H 2.506 -1.231 -0.730
H -1.116 0.237 -1.831
H -2.532 0.888 -0.011
H -0.251 0.044 2.184
```

Calculated values
LUMO (eV): 0.88
Relative energy (zero: lowest compared OMol25 entry of this formula, charge and spin) (kJ/mol): 388.78
Largest force on an atom (eV Å⁻¹): 4.1
Multiplicity: 1

Löwdin population analysis, charges in e, atoms 1 to 6: -0.069, -0.023, 0.070, -0.070, -0.405, 0.078



No. 6
C4H10O2 in the gas phase, computed with wB97M-V/def2-TZVPD.

The geometry in XYZ format:
```
16
C4H10O2 | the OMol25 dataset | wB97M-V/def2-TZVPD
O 2.252 -0.862 -1.618
C 1.445 -0.173 -0.655
C 0.007 -0.398 -1.070
C -0.957 -0.279 0.126
C -0.744 0.761 1.247
O -2.017 1.238 1.717
H 3.127 -0.738 -1.283
H 1.590 0.901 -0.701
H 1.718 -0.599 0.296
H -0.121 -1.484 -1.438
H -0.321 0.214 -1.952
H -1.928 0.038 -0.299
H -0.927 -1.153 0.657
H -0.307 0.367 2.188
H -0.200 1.714 0.934
H -2.617 0.453 1.851
```

Calculated values
LUMO (eV): 0.89
Structure (SMILES): OCCCCO
Relative energy (zero: lowest compared OMol25 entry of this formula, charge and spin) (kJ/mol): 168.95
Largest force on an atom (eV Å⁻¹): 3.4
Multiplicity: 1

Löwdin population analysis, charges in e, atoms 1 to 6: -0.069, -0.275, -0.188, -0.189, -0.266, -0.124



Among the records above, which one has the highest multiplicity? C8H12Cl2N2O3PrSTm



Copy entry 6 word for word.
C4H10O2 in the gas phase, computed with wB97M-V/def2-TZVPD.

The geometry in XYZ format:
```
16
C4H10O2 | the OMol25 dataset | wB97M-V/def2-TZVPD
O 2.252 -0.862 -1.618
C 1.445 -0.173 -0.655
C 0.007 -0.398 -1.070
C -0.957 -0.279 0.126
C -0.744 0.761 1.247
O -2.017 1.238 1.717
H 3.127 -0.738 -1.283
H 1.590 0.901 -0.701
H 1.718 -0.599 0.296
H -0.121 -1.484 -1.438
H -0.321 0.214 -1.952
H -1.928 0.038 -0.299
H -0.927 -1.153 0.657
H -0.307 0.367 2.188
H -0.200 1.714 0.934
H -2.617 0.453 1.851
```

Calculated values
LUMO (eV): 0.89
Structure (SMILES): OCCCCO
Relative energy (zero: lowest compared OMol25 entry of this formula, charge and spin) (kJ/mol): 168.95
Largest force on an atom (eV Å⁻¹): 3.4
Multiplicity: 1

Löwdin population analysis, charges in e, atoms 1 to 6: -0.069, -0.275, -0.188, -0.189, -0.266, -0.124